[1]
Here is a structure of composition C6H9N from the OMol25 dataset. Energies are from ωB97M-V/def2-TZVPD.

Last column: natural (NBO) charge in e.
CARTESIAN COORDINATES (ANGSTROEM)
N1 1.82980 0.07332 -0.44126  -0.39
C1 -0.29154 -0.35485 -0.06371  -0.10
C2 0.50829 0.62707 -0.88048  -0.09
C3 1.37474 1.41141 -0.01179  -0.27
C4 -1.31584 -0.00531 0.97515  -0.41
C5 1.03571 -1.08651 0.11093  -0.20
C6 -1.73254 -0.65662 -0.31771  -0.40
H1 -2.19738 0.00773 -1.04534  0.21
H2 1.06550 1.63973 1.00748  0.20
H3 1.13633 -1.86080 -0.65866  0.20
H4 1.91286 2.20955 -0.51801  0.21
H5 -2.14045 -1.66222 -0.30925  0.22
H6 -1.55856 1.03796 1.16362  0.21
H7 0.38383 0.75268 -1.94860  0.21
H8 -1.35819 -0.63898 1.86034  0.22
H9 1.34745 -1.49416 1.07728  0.19

ΔE to the lowest compared entry with this formula, charge and spin = 81.91 kcal per mole
Net charge = 0
DFT total energy = -7854.6078 eV
Highest occupied orbital energy = -8.93 eV
HOMO-LUMO gap = 10.02 eV
LUMO = 1.1 eV



[2]
Here is the molecule C6H9N from the OMol25 dataset. Energies are from ωB97M-V/def2-TZVPD.

Last column: natural (NBO) charge in e.
CARTESIAN COORDINATES (ANGSTROEM)
N1 1.43954 2.16697 -0.96538  -0.58
C1 1.74123 -0.78626 1.12589  -0.40
C2 -2.46814 -0.70195 -0.11836  -0.64
C3 -1.25252 0.05028 0.29516  -0.13
C4 1.59127 -0.21083 -0.06250  -0.25
C5 0.87113 1.25331 -0.33235  0.28
C6 -0.32674 0.48152 -0.61870  -0.28
H1 -0.68790 0.71617 -1.61734  0.23
H2 -0.97236 -0.07934 1.33406  0.19
H3 1.01605 -0.65456 1.91979  0.19
H4 2.31085 -0.42969 -0.84225  0.20
H5 -2.70402 -0.53600 -1.17022  0.21
H6 2.64796 -1.31310 1.38496  0.21
H7 -3.31828 -0.38414 0.49399  0.22
H8 2.45942 2.20607 -0.89302  0.35
H9 -2.34747 -1.77843 0.06627  0.22

ΔE to the lowest compared entry with this formula, charge and spin = 105.66 kcal per mole
SMILES = [H]/N=C(C=C)/C=C/C
Net charge = 0
DFT total energy = -7853.5778 eV
Highest occupied orbital energy = -7.94 eV
HOMO-LUMO gap = 8.06 eV
LUMO = 0.1 eV



[3]
Here is a structure of composition C6H9N from the OMol25 dataset. Energies are from ωB97M-V/def2-TZVPD.

Last column: natural (NBO) charge in e.
CARTESIAN COORDINATES (ANGSTROEM)
N1 0.92625 -0.73855 -0.53288  -0.37
C1 -0.69207 0.27614 0.93067  -0.23
C2 -0.92319 1.11929 -0.29262  -0.44
C3 1.76906 0.41507 -0.12268  -0.28
C4 -1.25736 -0.91146 0.16778  -0.38
C5 -0.45611 -0.21473 -0.97834  -0.07
C6 0.82153 -0.12600 0.83895  -0.12
H1 -1.05053 0.85555 1.90279  0.22
H2 -0.83106 -0.49696 -1.94530  0.21
H3 2.77603 0.01100 0.00485  0.22
H4 1.28211 -0.74689 1.57170  0.21
H5 -2.34315 -0.83433 -0.07256  0.20
H6 -2.05301 1.33590 -0.46173  0.22
H7 -0.46238 2.12283 -0.37027  0.21
H8 1.58903 1.43386 -0.64185  0.21
H9 -0.96199 -1.86095 0.47990  0.21

ΔE to the lowest compared entry with this formula, charge and spin = 87.48 kcal per mole
Net charge = 0
DFT total energy = -7854.3663 eV
Highest occupied orbital energy = -9.49 eV
HOMO-LUMO gap = 10.61 eV
LUMO = 1.1 eV



[4]
Here is a structure of composition C6H9N from the OMol25 dataset. Energies are from ωB97M-V/def2-TZVPD.

Last column: natural (NBO) charge in e.
CARTESIAN COORDINATES (ANGSTROEM)
N1 -0.63596 0.61225 -0.49822  -0.39
C1 0.71693 0.38213 -0.04321  -0.07
C2 0.12784 0.19861 1.35483  -0.14
C3 -1.17554 1.25697 -1.66127  -0.40
C4 1.17651 -1.10796 0.10448  -0.40
C5 -1.10835 0.34584 0.77110  0.01
C6 0.82872 -1.13750 1.61857  -0.42
H1 1.46463 1.12972 -0.32114  0.20
H2 2.22873 -1.27085 -0.14394  0.21
H3 -0.39535 1.84405 -2.15483  0.20
H4 -2.13967 0.12101 1.03508  0.19
H5 0.19941 -1.96968 1.94566  0.20
H6 1.70982 -1.07784 2.26585  0.20
H7 -1.99864 1.92703 -1.39488  0.20
H8 0.54992 -1.76931 -0.49954  0.21
H9 -1.54899 0.51552 -2.37854  0.19

ΔE to the lowest compared entry with this formula, charge and spin = 90.23 kcal per mole
Net charge = 0
DFT total energy = -7854.2469 eV
Highest occupied orbital energy = -7.46 eV
HOMO-LUMO gap = 8.47 eV
LUMO = 1.0 eV



[5]
Here is a structure of composition C6H9N from the OMol25 dataset. Energies are from ωB97M-V/def2-TZVPD.

Last column: Löwdin charge in e.
CARTESIAN COORDINATES (ANGSTROEM)
N1 -0.76672 1.09248 -0.22508  0.13
C1 -0.79420 -1.86536 -0.45774  -0.14
C2 -1.47920 -1.42853 -1.57372  -0.07
C3 1.01708 -0.36731 0.41942  -0.09
C4 0.28295 0.90469 0.48758  -0.43
C5 0.84059 1.97107 1.41134  -0.05
C6 0.56432 -1.51703 -0.13658  -0.15
H1 0.64893 2.96684 0.99808  0.07
H2 0.35128 1.91261 2.39100  0.08
H3 -1.11456 -0.68046 -2.28399  0.09
H4 -0.97862 -2.60652 -1.54997  0.16
H5 -1.13460 2.03140 -0.05848  0.05
H6 -2.52287 -1.73030 -1.69413  0.08
H7 1.25679 -2.36127 -0.13980  0.10
H8 2.00272 -0.38483 0.87998  0.09
H9 1.91766 1.86465 1.57190  0.07

ΔE to the lowest compared entry with this formula, charge and spin = 108.70 kcal per mole
Net charge = 0
DFT total energy = -7853.4459 eV
Highest occupied orbital energy = -7.70 eV
HOMO-LUMO gap = 8.33 eV
LUMO = 0.6 eV



[6]
Here is the molecule C6H9N from the OMol25 dataset. Energies are from ωB97M-V/def2-TZVPD.

Last column: natural (NBO) charge in e.
CARTESIAN COORDINATES (ANGSTROEM)
N1 -1.55773 -0.80152 0.27242  -0.40
C1 -0.43886 -1.15950 -0.61155  -0.29
C2 -1.67962 0.52119 0.85939  -0.25
C3 0.82296 -0.49528 -0.34067  -0.05
C4 1.91891 -0.13309 0.00128  0.01
C5 3.14595 0.62348 0.17915  -0.68
C6 -2.61399 0.07452 -0.20082  -0.25
H1 2.87608 1.68276 0.15772  0.23
H2 -3.62812 -0.23933 0.04250  0.20
H3 -1.99567 0.53829 1.90166  0.20
H4 3.66975 0.40949 1.11288  0.23
H5 3.81575 0.41744 -0.65929  0.24
H6 -2.51299 0.55867 -1.17468  0.18
H7 -0.74296 -1.09636 -1.66244  0.21
H8 -0.11617 -2.20015 -0.47010  0.23
H9 -0.96329 1.29939 0.59255  0.20

ΔE to the lowest compared entry with this formula, charge and spin = 80.79 kcal per mole
SMILES = CC#CCN1CC1
Net charge = 0
DFT total energy = -7854.6564 eV
Highest occupied orbital energy = -8.83 eV
HOMO-LUMO gap = 9.83 eV
LUMO = 1.0 eV



[7]
Here is the molecule C6H9N from the OMol25 dataset. Energies are from ωB97M-V/def2-TZVPD.

Last column: natural (NBO) charge in e.
CARTESIAN COORDINATES (ANGSTROEM)
N1 0.03900 1.00253 -1.54747  -0.41
C1 -1.46533 0.18553 0.20516  -0.29
C2 -1.31621 1.64099 0.68982  -0.43
C3 0.39614 -1.09747 -0.17452  -0.07
C4 1.39432 -0.77753 1.05072  -0.66
C5 -0.85017 1.17958 -0.69010  0.25
C6 0.61483 -0.34884 -1.47516  -0.33
H1 -2.16586 2.20470 0.81672  0.22
H2 0.04805 -0.86007 -2.21200  0.21
H3 -0.56548 2.08567 1.27513  0.23
H4 0.04437 -2.13421 -0.19756  0.20
H5 2.33472 -1.26803 0.87535  0.22
H6 -2.34922 -0.35530 0.02837  0.22
H7 1.65374 -0.26681 -1.81953  0.21
H8 1.26672 0.20209 1.32938  0.22
H9 0.92038 -1.39283 1.84568  0.21

ΔE to the lowest compared entry with this formula, charge and spin = 149.92 kcal per mole
Net charge = 0
DFT total energy = -7851.6587 eV
Highest occupied orbital energy = -7.82 eV
HOMO-LUMO gap = 8.14 eV
LUMO = 0.3 eV



[8]
Here is a structure of composition C6H9N from the OMol25 dataset. Energies are from ωB97M-V/def2-TZVPD.

Last column: natural (NBO) charge in e.
CARTESIAN COORDINATES (ANGSTROEM)
N1 -1.50441 1.73623 1.52804  -0.34
C1 1.42462 -0.49940 1.06722  -0.67
C2 1.46288 0.62199 0.08061  -0.03
C3 -1.66010 -1.00796 -0.59381  -0.46
C4 0.59553 1.64076 0.00835  -0.38
C5 -0.55636 1.71257 0.86001  0.26
C6 -0.54858 -0.84332 -1.42805  -0.42
H1 -2.55136 -0.36742 -0.56754  0.21
H2 2.25298 -0.40046 1.77949  0.23
H3 0.70326 2.42829 -0.73102  0.24
H4 2.28318 0.61501 -0.63452  0.21
H5 -1.62799 -1.75639 0.20386  0.20
H6 -0.79975 -0.04848 -2.15185  0.15
H7 1.53301 -1.45336 0.54355  0.25
H8 -1.48466 -1.77102 -1.58168  0.32
H9 0.48670 -0.51115 1.62987  0.22

ΔE to the lowest compared entry with this formula, charge and spin = 116.54 kcal per mole
Net charge = 0
DFT total energy = -7853.1059 eV
Highest occupied orbital energy = -8.70 eV
HOMO-LUMO gap = 9.44 eV
LUMO = 0.7 eV



[9]
Here is the molecule C6H9N from the OMol25 dataset. Energies are from ωB97M-V/def2-TZVPD.

Last column: natural (NBO) charge in e.
CARTESIAN COORDINATES (ANGSTROEM)
N1 -1.68119 -0.71064 0.02335  -0.40
C1 0.66007 -0.71687 -0.54711  0.00
C2 2.88970 0.36852 -0.06986  -0.63
C3 1.90548 -0.76836 -0.15124  -0.24
C4 -1.77946 0.50967 0.79669  -0.25
C5 -2.73399 0.22948 -0.30695  -0.25
C6 -0.60152 -0.83641 -0.88442  -0.10
H1 -3.74340 -0.11140 -0.08888  0.20
H2 2.39999 1.33709 -0.20080  0.22
H3 -2.08190 0.39892 1.83471  0.20
H4 -0.88718 -1.10870 -1.89947  0.21
H5 3.39236 0.36508 0.90458  0.22
H6 -2.62587 0.81005 -1.22245  0.19
H7 -1.01847 1.26790 0.61178  0.20
H8 3.67059 0.26822 -0.83323  0.22
H9 2.26814 -1.75067 0.15668  0.21

ΔE to the lowest compared entry with this formula, charge and spin = 73.39 kcal per mole
SMILES = CC=C=CN1CC1
Net charge = 0
DFT total energy = -7854.9772 eV
Highest occupied orbital energy = -8.30 eV
HOMO-LUMO gap = 9.44 eV
LUMO = 1.1 eV



[10]
Here is the molecule C6H9N from the OMol25 dataset. Energies are from ωB97M-V/def2-TZVPD.

Last column: natural (NBO) charge in e.
CARTESIAN COORDINATES (ANGSTROEM)
N1 0.60877 -3.12545 0.07597  -0.33
C1 1.23063 1.71445 0.13662  -0.64
C2 -0.14597 -2.32381 -0.27968  0.29
C3 -0.39979 0.06313 -0.89835  -0.42
C4 0.18611 0.65252 0.36602  0.02
C5 -0.16489 0.26955 1.59205  -0.41
C6 -1.08736 -1.29745 -0.74402  -0.51
H1 1.31286 2.39578 0.98696  0.22
H2 -1.13015 0.77124 -1.31185  0.23
H3 0.39061 -0.02098 -1.65537  0.22
H4 1.01645 2.31179 -0.75666  0.21
H5 0.28064 0.72516 2.47137  0.20
H6 2.21041 1.24631 -0.01472  0.23
H7 -1.50274 -1.62044 -1.70520  0.25
H8 -1.92448 -1.23810 -0.03879  0.25
H9 -0.88109 -0.52370 1.77565  0.19

ΔE to the lowest compared entry with this formula, charge and spin = 20.64 kcal per mole
SMILES = C=C(C)CCC#N
Net charge = 0
DFT total energy = -7857.2646 eV
Highest occupied orbital energy = -9.64 eV
HOMO-LUMO gap = 10.46 eV
LUMO = 0.8 eV